[1]
{
  "formula": "C12H35BN5O9P2",
  "method": "wB97M-V/def2-TZVPD",
  "homo_energy_ev": -11.9,
  "lumo_energy_ev": -2.618,
  "max_force_ev_per_a": 1.2,
  "charge": 1,
  "species": ["C", "C", "O", "C", "C", "O", "P", "O", "C", "C", "C", "C", "C", "C", "B", "O", "O", "P", "N", "O", "O", "H", "H", "H", "H", "H", "H", "H", "H", "H", "H", "H", "H", "H", "H", "H", "H", "H", "H", "H", "H", "H", "H", "H", "H", "H", "H", "H", "C", "O", "N", "N", "H", "H", "H", "H", "C", "O", "N", "N", "H", "H", "H", "H"],
  "xyz": [[-1.85481, 0.65858, -6.04341], [-2.48894, -0.41764, -5.18425], [-1.67139, -0.64647, -4.03438], [-2.36027, -0.90259, -2.84113], [-2.50561, 0.35869, -2.01634], [-1.22023, 0.64883, -1.40341], [-1.06306, 1.72925, -0.26014], [-1.59768, 1.25667, 1.12541], [-1.09184, 0.02229, 1.76686], [-1.99551, -1.15558, 1.45101], [-3.27918, -1.07725, 2.29677], [-1.27149, -2.50520, 1.61303], [-2.16662, -3.60304, 1.01443], [0.10860, -2.52303, 0.93053], [0.88998, 2.04111, -0.29206], [1.36649, 3.22881, -0.68052], [1.66391, 0.98310, 0.08212], [-2.11056, 3.65098, -0.51744], [-1.26663, 4.61700, 0.30229], [-2.24502, 3.97034, -2.07277], [-3.54367, 3.27046, 0.04878], [-2.18456, 0.55558, -7.07718], [-0.77147, 0.54490, -6.03716], [-2.11529, 1.66152, -5.70506], [-3.49396, -0.11347, -4.87235], [-2.57328, -1.35222, -5.74441], [-3.35040, -1.33469, -3.01690], [-1.77291, -1.63236, -2.27793], [-3.27495, 0.23648, -1.25093], [-2.76733, 1.18107, -2.68539], [-0.04440, -0.12102, 1.52832], [-1.11295, 0.25104, 2.82914], [-2.30592, -1.08265, 0.39971], [-3.21214, -1.71683, 3.17744], [-3.49426, -0.05321, 2.60277], [-4.14146, -1.41506, 1.72050], [-1.18885, -2.70757, 2.68377], [-2.98531, -3.86888, 1.68234], [-2.58995, -3.26397, 0.06418], [-1.58376, -4.50255, 0.82085], [0.26250, -3.44211, 0.36660], [0.91869, -2.40566, 1.64994], [0.18374, -1.70849, 0.20118], [2.17312, 3.13637, -1.21062], [1.38217, 0.15347, -0.33659], [-0.85248, 5.40903, -0.17325], [-2.95217, 3.50104, -2.54179], [-4.17179, 4.01325, 0.02242], [2.57815, 0.57139, 3.37971], [1.48999, 0.09446, 3.05697], [2.91510, 0.81214, 4.67187], [3.52042, 0.88586, 2.44528], [3.80554, 1.18492, 4.94419], [2.23997, 0.58527, 5.37783], [3.24235, 0.70977, 1.49660], [4.42946, 1.26366, 2.65081], [6.65488, -0.88353, 1.63505], [6.56505, -0.12529, 2.58688], [5.55203, -1.30697, 0.93860], [7.85177, -1.36399, 1.19417], [5.59504, -1.92606, 0.15197], [4.66340, -0.96767, 1.25703], [8.67342, -1.07085, 1.68933], [7.94635, -1.99143, 0.41874]],
  "forces_ev_per_angstrom": [[-0.024, -0.117, -0.143], [0.045, 0.119, -0.051], [0.053, 0.086, 0.035], [0.171, -0.124, -0.030], [-0.281, -0.340, -0.156], [-0.084, 0.195, -0.058], [0.083, 0.369, 0.321], [-0.147, -0.167, -0.274], [-0.002, -0.198, 0.600], [-0.203, 0.256, 0.132], [-0.165, -0.126, -0.358], [-0.301, -0.167, -0.419], [0.058, 0.078, 0.134], [-0.065, 0.121, 0.024], [0.084, -0.245, 0.355], [-0.247, -0.072, -0.613], [0.002, -0.146, -1.155], [0.238, 0.537, 0.528], [-0.211, -0.011, -0.427], [-0.212, -0.397, -0.092], [-0.166, -0.128, -0.545], [-0.066, 0.059, 0.009], [0.004, 0.011, 0.028], [0.102, 0.005, 0.070], [-0.021, -0.058, -0.033], [-0.034, -0.032, 0.058], [-0.019, 0.032, -0.020], [-0.079, -0.002, 0.090], [0.113, 0.068, 0.118], [0.030, 0.062, 0.085], [-0.033, 0.123, -0.185], [0.020, 0.065, 0.005], [0.286, 0.007, -0.031], [0.061, 0.140, 0.097], [0.037, -0.014, 0.068], [-0.018, -0.091, 0.069], [0.294, 0.051, -0.009], [-0.077, 0.036, -0.069], [-0.002, -0.101, -0.029], [-0.081, -0.061, 0.065], [0.051, -0.065, 0.137], [0.032, 0.083, -0.062], [0.016, -0.054, -0.058], [0.202, 0.230, 0.499], [0.027, -0.065, 0.563], [0.180, 0.022, 0.267], [0.097, 0.144, 0.034], [0.089, -0.106, 0.250], [0.190, 0.005, -0.025], [0.120, 0.002, 0.127], [-0.094, 0.031, -0.007], [-0.259, -0.086, -0.026], [0.028, -0.043, -0.022], [0.015, -0.013, 0.007], [0.091, 0.274, 0.011], [0.091, -0.227, 0.039], [-0.008, -0.066, -0.030], [-0.066, 0.135, -0.001], [0.037, 0.088, -0.053], [-0.016, 0.035, 0.007], [0.037, -0.029, 0.026], [0.012, -0.103, 0.102], [-0.002, -0.004, 0.007], [-0.013, -0.015, 0.011]]
}



[2]
{
  "formula": "C47H47BiIN7O3Se2Te",
  "method": "wB97M-V/def2-TZVPD",
  "homo_energy_ev": [-10.1, -10.2],
  "lumo_energy_ev": [-3.243, -4.292],
  "max_force_ev_per_a": 1.9,
  "de_lowest_ev": 1.397,
  "spin_multiplicity": 2,
  "charge": 1,
  "species": ["Bi", "N", "C", "C", "C", "C", "C", "C", "C", "C", "N", "C", "H", "H", "H", "H", "H", "H", "H", "H", "Se", "Se", "C", "C", "C", "C", "C", "N", "C", "C", "C", "C", "C", "N", "H", "H", "H", "H", "H", "H", "H", "H", "O", "C", "N", "N", "C", "O", "C", "I", "H", "H", "H", "H", "C", "C", "C", "C", "C", "C", "Te", "N", "C", "O", "C", "C", "C", "C", "C", "C", "C", "C", "C", "C", "C", "C", "C", "C", "C", "C", "C", "C", "H", "H", "H", "H", "H", "H", "H", "H", "H", "H", "H", "H", "H", "H", "H", "H", "H", "H", "H", "H", "H", "H", "H", "H", "H", "H", "H"],
  "xyz": [[0.10964, -0.41963, 0.32998], [3.39253, 1.50972, -0.01515], [3.22988, 2.43331, -1.04371], [4.18367, 2.59113, -2.02485], [3.97055, 3.43015, -3.13230], [2.80349, 4.12744, -3.26937], [1.81575, 4.02579, -2.26643], [0.59369, 4.73311, -2.33000], [-0.31242, 4.62134, -1.31596], [0.01208, 3.80683, -0.21674], [1.12280, 3.11368, -0.12676], [2.02785, 3.19212, -1.14097], [4.35365, 1.31667, 0.22164], [2.81532, 1.64553, 0.80261], [5.12731, 2.06734, -1.92791], [4.74274, 3.51348, -3.88683], [2.63089, 4.77327, -4.12174], [0.39692, 5.36136, -3.19083], [-1.25541, 5.15048, -1.33923], [-0.67033, 3.73579, 0.62797], [-2.84141, 1.81310, -2.07999], [-0.74020, 1.15119, -2.74687], [-1.31865, -0.27649, -3.94453], [-0.62710, -0.46670, -5.13136], [-1.03436, -1.51339, -5.94461], [-2.09477, -2.30846, -5.54388], [-2.72947, -2.01229, -4.34660], [-2.34971, -1.00418, -3.56007], [-2.93319, 1.80409, -0.16198], [-3.97838, 2.60665, 0.29511], [-4.23673, 2.67873, 1.64760], [-3.42997, 1.96316, 2.51803], [-2.40325, 1.20784, 1.99153], [-2.14379, 1.11695, 0.67145], [0.19786, 0.17969, -5.39951], [-0.52831, -1.69967, -6.88303], [-2.43532, -3.13335, -6.15581], [-3.56649, -2.60314, -3.99220], [-4.57310, 3.15896, -0.42147], [-5.05383, 3.28632, 2.01525], [-3.59166, 1.98495, 3.58728], [-1.76647, 0.61952, 2.63590], [-1.87348, -3.95574, -1.13657], [-1.33865, -2.92534, -0.97917], [-0.78999, -1.85842, -0.87711], [0.96948, 2.67917, 2.87774], [1.32382, 1.45999, 3.29172], [1.84553, 0.62821, 2.52520], [1.06629, 1.16283, 4.74429], [2.90377, 1.37340, 5.82096], [1.02766, 2.92098, 1.88821], [0.61560, 3.36256, 3.52509], [0.72283, 0.14493, 4.87727], [0.36174, 1.85876, 5.18837], [8.97953, -3.59912, -0.40516], [7.57487, -3.12704, -0.14550], [6.88172, -2.36937, -1.07542], [5.57288, -1.94059, -0.86040], [4.94507, -1.08296, -1.92939], [4.94178, -2.31492, 0.32795], [2.74454, -1.79679, 0.68645], [0.74413, -2.01498, 1.63875], [0.19547, -1.91189, 2.85142], [-0.83361, -1.21364, 2.99514], [0.75753, -2.65591, 4.01902], [-0.04107, -3.53903, 4.73777], [0.47732, -4.18997, 5.84565], [1.77882, -3.93798, 6.26067], [2.57032, -3.04501, 5.55409], [2.06313, -2.40872, 4.42962], [2.15677, -3.49958, -0.47847], [1.82483, -3.35766, -1.83107], [1.86813, -2.07238, -2.62237], [1.37070, -4.47486, -2.53141], [1.20997, -5.70812, -1.92975], [0.68300, -6.89222, -2.69105], [1.52389, -5.81724, -0.58032], [2.00164, -4.74632, 0.15839], [2.36563, -5.00639, 1.59749], [5.63779, -3.01300, 1.32108], [5.09213, -3.29480, 2.70199], [6.93968, -3.42247, 1.05361], [9.36525, -3.20023, -1.34206], [9.01177, -4.68858, -0.46030], [9.64419, -3.29183, 0.40334], [7.36269, -2.09216, -2.00911], [5.69268, -0.40854, -2.34688], [4.12136, -0.48787, -1.53998], [4.57343, -1.69964, -2.74819], [-1.05927, -3.71985, 4.41666], [-0.13924, -4.89123, 6.39298], [2.17420, -4.43091, 7.13957], [3.58156, -2.83067, 5.87944], [2.66585, -1.69457, 3.88376], [2.19360, -1.21615, -2.03889], [0.86786, -1.86305, -3.00185], [2.52347, -2.17752, -3.48821], [1.11212, -4.35437, -3.57991], [0.66865, -6.70062, -3.76271], [-0.33648, -7.11849, -2.37079], [1.29237, -7.77626, -2.50108], [1.37920, -6.77026, -0.08064], [1.77041, -5.82737, 1.99537], [2.19865, -4.14049, 2.22751], [3.41790, -5.29278, 1.66461], [4.02149, -3.13724, 2.74558], [5.56155, -2.62565, 3.42736], [5.30676, -4.31869, 3.00874], [7.47071, -3.98257, 1.81780]],
  "forces_ev_per_angstrom": [[-0.628, 0.721, 0.291], [-0.015, 0.300, -0.096], [0.197, -0.170, -0.044], [0.033, -0.002, 0.096], [-0.077, 0.035, -0.017], [0.049, 0.036, -0.079], [0.005, -0.093, 0.079], [-0.016, -0.012, 0.026], [-0.033, 0.101, -0.086], [0.087, -0.069, -0.006], [-0.163, -0.105, 0.170], [-0.116, 0.111, -0.076], [0.040, -0.015, 0.019], [-0.044, 0.007, 0.064], [-0.034, -0.066, -0.047], [0.000, 0.009, 0.044], [-0.003, -0.037, 0.024], [-0.014, -0.005, 0.023], [0.015, -0.015, 0.016], [-0.055, -0.012, -0.066], [-0.222, 0.209, 0.017], [0.231, -0.057, -0.094], [-0.272, -0.163, 0.286], [0.106, 0.076, 0.118], [0.088, 0.001, -0.007], [-0.061, -0.047, -0.062], [0.082, 0.129, 0.052], [0.096, -0.133, -0.019], [0.262, -0.199, 0.182], [-0.018, -0.008, -0.097], [-0.052, 0.029, -0.032], [0.043, 0.001, 0.081], [0.026, 0.046, -0.154], [-0.252, 0.008, -0.100], [-0.015, 0.008, -0.058], [0.001, -0.003, 0.007], [0.003, 0.022, 0.043], [0.005, 0.029, -0.032], [-0.018, 0.023, 0.051], [0.019, -0.007, -0.007], [0.012, -0.026, -0.039], [0.039, -0.038, 0.041], [0.188, 0.422, 0.036], [0.004, -0.146, 0.065], [-0.428, -0.258, -0.341], [-0.306, 0.223, -0.147], [0.375, -0.421, -0.329], [-0.562, 0.453, 0.373], [0.214, 0.082, 0.033], [-0.095, -0.066, -0.054], [0.328, -0.123, 0.028], [-0.034, -0.069, 0.008], [0.031, -0.133, -0.049], [0.001, -0.010, 0.021], [-0.070, 0.010, 0.028], [0.030, -0.015, 0.018], [-0.033, -0.031, -0.031], [-0.097, 0.097, 0.014], [0.006, -0.177, 0.084], [0.067, 0.267, 0.171], [1.106, -1.483, -0.388], [0.254, -0.081, 0.132], [-0.240, 0.203, -0.097], [0.125, 0.006, -0.092], [0.114, 0.134, 0.022], [-0.043, -0.014, -0.093], [-0.025, -0.020, 0.017], [0.043, -0.004, -0.002], [0.043, 0.065, -0.008], [-0.075, -0.028, 0.001], [-0.149, -0.019, 0.017], [0.116, 0.120, 0.057], [-0.156, -0.159, -0.008], [0.005, -0.027, -0.024], [-0.008, -0.018, -0.037], [-0.028, 0.053, 0.090], [-0.020, -0.013, -0.001], [0.076, 0.071, 0.066], [0.012, -0.032, -0.248], [-0.167, 0.002, 0.175], [0.143, 0.115, -0.213], [-0.022, -0.034, -0.056], [0.008, -0.003, 0.018], [0.014, 0.011, -0.007], [0.018, -0.009, -0.028], [0.014, -0.009, 0.054], [-0.020, 0.027, 0.009], [-0.014, 0.085, -0.042], [-0.021, 0.019, 0.012], [0.005, 0.023, 0.026], [0.005, 0.018, 0.002], [-0.015, -0.016, -0.024], [-0.039, -0.025, 0.005], [0.043, 0.066, -0.011], [0.040, 0.087, -0.048], [-0.041, 0.049, -0.009], [0.042, 0.051, 0.056], [0.017, -0.009, 0.037], [0.002, -0.015, 0.000], [0.014, -0.009, -0.028], [-0.014, -0.003, -0.031], [0.056, 0.028, -0.014], [0.012, 0.002, 0.003], [-0.042, 0.056, 0.125], [-0.016, 0.031, 0.046], [-0.065, -0.055, 0.135], [-0.024, -0.004, -0.003], [-0.028, 0.011, -0.001], [0.000, 0.030, -0.026]]
}



[3]
{
  "formula": "C11H16I2N3O4P",
  "method": "wB97M-V/def2-TZVPD",
  "homo_energy_ev": -8.8,
  "lumo_energy_ev": -2.102,
  "max_force_ev_per_a": 6.5,
  "charge": 0,
  "species": ["C", "C", "O", "C", "O", "C", "N", "N", "C", "C", "C", "I", "C", "C", "O", "O", "C", "P", "N", "C", "I", "H", "H", "H", "H", "H", "H", "H", "H", "H", "H", "H", "H", "H", "H", "H", "H"],
  "xyz": [[4.74039, 1.04063, 1.85648], [3.55785, 0.42011, 0.97078], [3.89394, -0.91901, 0.45859], [3.11903, 1.32349, -0.29394], [1.97797, 2.18785, -0.05086], [0.76250, 1.42664, 0.00367], [0.73769, 0.06026, -0.34446], [-0.43033, -0.56888, -0.22846], [-0.39858, -2.04999, -0.56482], [-0.88063, -2.38076, -2.06474], [-2.10307, -3.46603, -2.03219], [-1.27587, -0.65249, -3.32295], [-1.70737, -0.10301, 0.20675], [-3.04968, -0.96028, 0.31847], [-3.93571, -0.95037, -0.58850], [-3.25394, -1.71610, 1.45586], [-1.82336, 1.42766, 0.61047], [-3.41888, 2.27293, 1.15944], [-3.73867, 3.56976, 0.24009], [-0.48753, 2.26312, 0.53234], [-0.36074, 4.34544, 1.08693], [4.94219, 2.15153, 1.67645], [4.48277, 0.84942, 2.96096], [5.68206, 0.39939, 1.65017], [2.65208, 0.24789, 1.66672], [3.16366, -1.11514, -0.16800], [3.00883, 0.71291, -1.27317], [4.01418, 2.03105, -0.49918], [0.69901, -2.39557, -0.45201], [-0.98207, -2.65131, 0.22797], [-0.00696, -2.95199, -2.56499], [-1.75652, -4.45816, -2.51752], [-3.05460, -3.08089, -2.52868], [-2.39253, -3.75422, -0.94949], [-3.22568, 2.69601, 2.51384], [-4.49355, 1.33445, 1.06756], [-4.65792, 3.41362, -0.21960]],
  "forces_ev_per_angstrom": [[0.122, -1.379, 0.096], [-1.148, -0.183, 0.071], [-0.433, 1.445, 0.030], [2.458, 0.190, -0.495], [-2.551, -3.273, -0.076], [-1.111, 0.522, 0.554], [-0.364, 4.692, 1.378], [-3.937, -0.696, 1.396], [1.093, -0.675, -0.041], [0.155, -2.368, 0.503], [-0.049, -0.318, 0.302], [0.142, -0.661, 0.461], [1.801, 3.415, 0.254], [-3.853, -4.538, 2.681], [3.405, 1.344, 1.323], [2.696, 4.017, -4.396], [4.998, -0.928, -0.795], [-0.999, 2.047, -1.979], [-0.236, -1.660, 0.862], [-1.750, -4.503, -0.953], [-0.007, -1.918, -0.524], [-0.400, -1.666, 0.176], [0.435, 0.529, -1.669], [-1.402, 1.285, 0.185], [1.163, 0.649, -1.101], [0.640, -0.005, 0.594], [-0.162, 0.836, 1.800], [-1.710, -0.903, 0.302], [-1.734, 0.889, -0.198], [0.539, 1.373, -1.295], [-1.391, 1.350, 0.736], [-0.592, 1.781, 0.536], [1.427, -0.517, 0.621], [0.512, 0.737, -1.661], [0.333, -0.840, -0.437], [0.953, -0.181, 0.543], [0.954, 0.113, 0.217]]
}